No. 1
The following is a quantum chemistry calculation of a structure of composition C24H19F3NNaOSi, from the Open Molecules 2025 dataset.

Structure (XYZ):
```
50
Properties=species:S:1:pos:R:3:forces:R:3
Na -0.1874 -0.0513 -0.4358 0.0 0.0 0.0
F 1.6747 -1.6888 6.1015 0.0 0.0 0.0
C 1.2788 -0.4219 5.9064 0.0 0.0 0.0
F 0.3433 -0.1556 6.8371 0.0 0.0 0.0
F 2.3251 0.3741 6.1483 0.0 0.0 0.0
C 0.7243 -0.2338 4.5187 0.0 0.0 0.0
C -0.3576 -1.0044 4.1141 0.0 0.0 0.0
C -0.8361 -0.8309 2.8317 0.0 0.0 0.0
N -0.3084 0.0358 1.9606 -0.1 0.0 0.0
C 0.7251 0.7705 2.3683 0.0 0.0 0.0
C 1.2745 0.6744 3.6402 0.0 0.0 -0.1
H -0.8126 -1.7288 4.7753 0.0 0.0 0.0
H -1.6750 -1.4201 2.4806 0.0 0.0 0.0
H 1.1662 1.4493 1.6476 0.0 0.0 0.0
H 2.1217 1.2904 3.9029 0.0 0.0 0.0
O 1.8181 -0.0710 -0.8262 0.0 0.1 0.0
Si 3.2666 0.0927 -0.2114 0.2 0.0 0.0
C 3.5590 1.7913 0.6049 -0.1 0.0 0.0
C 3.2249 2.9362 -0.1267 0.0 0.0 0.0
C 3.3656 4.2105 0.4037 0.0 0.0 0.0
C 3.8530 4.3752 1.6946 0.0 0.0 0.0
C 4.1985 3.2575 2.4395 0.0 0.0 0.0
C 4.0493 1.9851 1.8975 0.0 0.0 0.0
C 3.6017 -1.1833 1.1528 0.0 0.0 -0.1
C 4.8529 -1.3226 1.7595 0.0 0.0 0.0
C 5.0587 -2.2099 2.8068 0.0 0.0 0.0
C 4.0102 -2.9956 3.2689 0.0 0.0 0.0
C 2.7665 -2.8995 2.6618 0.0 0.0 0.0
C 2.5744 -2.0047 1.6161 0.0 0.0 0.0
C 4.6310 -0.0458 -1.5058 0.0 0.0 0.0
C 4.4144 -0.8055 -2.6572 0.0 0.0 0.0
C 5.4023 -0.9556 -3.6205 0.0 0.0 0.0
C 6.6366 -0.3429 -3.4494 0.0 0.0 0.0
C 6.8720 0.4223 -2.3161 0.0 0.0 0.0
C 5.8758 0.5686 -1.3594 0.0 0.0 0.0
H 2.8460 2.8277 -1.1384 0.0 0.0 0.0
H 3.0994 5.0764 -0.1903 0.0 0.0 0.0
H 3.9667 5.3674 2.1128 0.0 0.0 0.0
H 4.5878 3.3741 3.4442 0.0 0.0 0.0
H 4.3228 1.1263 2.5011 0.0 0.0 0.0
H 5.6891 -0.7268 1.4065 0.0 0.0 0.0
H 6.0385 -2.2930 3.2613 0.0 0.0 0.0
H 4.1668 -3.6863 4.0879 0.0 0.0 0.0
H 1.9475 -3.5237 3.0006 0.0 0.0 0.0
H 1.6030 -1.9463 1.1372 0.0 0.0 0.0
H 3.4489 -1.2781 -2.8008 0.0 0.0 0.0
H 5.2102 -1.5484 -4.5066 0.0 0.0 0.0
H 7.4094 -0.4566 -4.1995 0.0 0.0 0.0
H 7.8291 0.9112 -2.1803 0.0 0.0 0.0
H 6.0704 1.1886 -0.4897 0.0 0.0 0.0
```
Forces are in eV/Å.

## Properties
**Relative energy (zero: lowest compared OMol25 entry of this formula, charge and spin)**: 0.0 kJ/mol
**DFT total energy**: -1807.4855 hartree
**HOMO-LUMO gap**: 7.9 eV
**Net charge**: 0
**E_HOMO**: -0.312 Eh
**Largest force on an atom**: 0.2 eV/Å


No. 2
The following is a quantum chemistry calculation of a structure of composition C24H19N4O8PdS, from the Open Molecules 2025 dataset.

Structure (XYZ):
```
57
Properties=species:S:1:pos:R:3:forces:R:3
Pd 0.3339 -0.3326 -1.2802 0.1 -0.5 0.2
O 4.5197 -0.3291 -1.4418 0.0 0.0 0.0
C 3.3725 0.0798 -1.3349 0.0 -0.1 0.0
O 2.3558 -0.7387 -1.2480 0.1 0.3 -0.1
C 3.1175 1.5609 -1.1551 0.0 -0.1 0.1
C 4.0298 2.2458 -0.4027 -0.1 0.0 0.0
C 3.8073 3.5844 -0.0412 0.0 0.0 0.0
C 2.6341 4.2257 -0.4124 0.0 -0.1 0.0
C 1.7115 3.5488 -1.1707 0.0 0.1 0.1
C 1.9348 2.2156 -1.6993 0.1 -0.1 -0.1
O 1.2264 1.6848 -2.5688 0.0 0.0 -0.1
N 0.4606 4.2380 -1.4479 0.0 0.0 -0.2
O 0.4685 5.4655 -1.4572 0.0 0.0 0.1
O -0.5368 3.5726 -1.6429 0.0 0.0 0.1
N 4.7644 4.2790 0.7709 0.0 0.0 0.1
O 4.5311 5.4386 1.0944 0.0 0.0 0.0
O 5.7749 3.6815 1.1230 0.0 0.0 0.0
H 4.9207 1.7358 -0.0650 0.0 0.0 0.0
H 2.4340 5.2390 -0.0995 0.0 0.0 0.0
C 1.2292 -5.6824 2.2500 0.0 0.0 0.0
C 1.3144 -4.1892 2.0828 0.0 0.0 0.0
C 0.1610 -3.4205 1.9398 0.0 0.0 0.0
C 0.2357 -2.0489 1.7588 0.0 0.0 0.0
C 1.4828 -1.4459 1.7306 0.0 0.0 0.0
C 2.6467 -2.1889 1.8357 0.0 0.0 0.0
C 2.5541 -3.5579 2.0278 0.0 0.0 0.0
S 1.6270 0.3023 1.4348 -0.1 0.0 -0.1
C 1.0945 0.8948 3.0376 0.0 0.0 0.0
O 0.4254 0.6851 0.5767 0.0 0.1 0.0
H 0.2237 -5.9913 2.5340 0.0 0.0 0.0
H 1.9241 -6.0332 3.0137 0.0 0.0 0.0
H 1.4842 -6.1907 1.3177 0.0 0.0 0.0
H -0.8088 -3.9040 1.9610 0.0 0.0 0.0
H -0.6564 -1.4532 1.6031 0.0 0.0 0.0
H 3.6101 -1.7054 1.7278 0.0 0.0 0.0
H 3.4590 -4.1484 2.1093 0.0 0.0 0.0
H 0.0973 0.5088 3.2412 0.0 0.0 0.0
H 1.0824 1.9818 2.9810 0.0 0.0 0.0
H 1.8092 0.5623 3.7895 0.0 0.0 0.0
N -9.5383 0.7669 -1.0084 0.0 0.0 0.0
C -8.4001 0.6065 -1.0602 0.0 0.0 0.0
C -6.9803 0.4058 -1.1221 0.0 0.0 0.0
C -6.4681 -0.8627 -1.3911 0.0 0.0 0.0
C -5.1020 -1.0568 -1.4469 0.0 0.0 0.0
C -4.2141 0.0056 -1.2358 0.0 0.0 0.0
C -4.7443 1.2767 -0.9705 0.0 0.0 0.0
C -6.1088 1.4758 -0.9136 0.0 0.0 0.0
C -2.8017 -0.1823 -1.2862 0.1 0.0 0.0
C -1.5885 -0.2407 -1.2842 -0.2 0.0 0.0
H -7.1475 -1.6888 -1.5546 0.0 0.0 0.0
H -4.7011 -2.0397 -1.6547 0.0 0.0 0.0
H -4.0601 2.1003 -0.8172 0.0 0.0 0.0
H -6.5100 2.4596 -0.7097 0.0 0.0 0.0
N 0.3425 -1.6897 -2.8276 0.0 0.3 0.0
H 0.1085 -1.2647 -3.7172 0.0 0.1 0.0
H -0.2657 -2.4798 -2.6603 0.0 0.0 0.0
H 1.3237 -1.9628 -2.8133 0.0 0.0 0.0
```
Forces are in eV/Å.

## Properties
**Relative energy (zero: lowest compared OMol25 entry of this formula, charge and spin)**: 103.2 kJ/mol
**DFT total energy**: -2272.8477 hartree
**HOMO-LUMO gap**: 7.0 eV
**Net charge**: -1
**E_HOMO**: -0.182 Eh
**Largest force on an atom**: 0.5 eV/Å


No. 3
The following is a quantum chemistry calculation of a structure of composition C24H20BBrMoN10S2, from the Open Molecules 2025 dataset.

Structure (XYZ):
```
59
Properties=species:S:1:pos:R:3:forces:R:3
Mo 0.4450 0.3098 0.2561 0.5 0.4 -0.1
C -1.2297 4.0930 0.8962 0.1 0.0 0.0
C -0.1970 3.2142 0.9970 0.0 0.1 0.0
N -0.5539 2.0151 0.4301 -0.3 -0.1 -0.1
N -1.8427 2.1691 -0.0562 0.1 -0.1 0.0
C -2.2516 3.3958 0.2235 0.0 0.0 0.0
B -2.4899 0.9449 -0.8243 0.0 0.0 0.1
N -2.4427 -0.2688 0.1846 0.1 0.2 -0.1
C -3.4487 -0.9137 0.7621 -0.1 -0.1 0.1
C -2.9413 -1.8092 1.7081 0.0 0.0 0.0
C -1.5830 -1.6273 1.6725 0.1 0.0 -0.1
N -1.2667 -0.6870 0.7377 -0.3 -0.3 0.1
N -1.5245 0.6239 -1.9951 0.0 0.0 0.1
C -1.7142 0.7765 -3.3084 0.0 0.0 -0.1
C -0.5113 0.5576 -3.9636 0.0 0.0 0.0
C 0.3933 0.2873 -2.9565 0.0 0.0 0.0
N -0.2185 0.3274 -1.7563 0.0 0.0 0.0
N -3.8678 1.1716 -1.2971 -0.2 0.1 -0.1
C -4.6553 0.3023 -2.0085 0.0 0.0 0.1
C -5.8443 0.9226 -2.2494 0.0 0.0 -0.1
C -5.7079 2.1999 -1.6645 0.0 -0.1 0.1
N -4.5342 2.3469 -1.0912 0.1 0.0 0.0
H -1.2687 5.1093 1.2491 0.0 0.0 0.0
H 0.7750 3.3422 1.4463 0.0 0.0 0.0
H -3.2476 3.6971 -0.0686 0.0 0.0 0.0
H -4.4707 -0.7021 0.4897 0.0 0.0 0.0
H -3.5012 -2.4845 2.3310 0.0 0.0 0.0
H -0.8068 -2.1152 2.2407 0.0 0.0 0.0
H -2.6852 1.0303 -3.7026 0.0 0.0 0.0
H -0.3254 0.5981 -5.0223 0.0 0.0 0.0
H 1.4456 0.0715 -3.0410 0.0 0.0 0.0
H -4.3130 -0.6844 -2.2793 0.0 0.0 0.0
H -6.6951 0.5292 -2.7776 0.0 0.0 0.0
H -6.4282 3.0010 -1.6355 0.0 0.0 0.0
S 2.6541 1.6338 -0.2002 0.0 0.1 0.0
C 3.0525 0.1207 -0.7572 0.0 0.2 0.1
N 2.0987 -0.8387 -0.6319 -0.2 -0.3 0.0
C 2.4688 -2.0104 -1.1884 -0.1 0.0 0.0
C 1.6932 -3.1892 -1.2699 0.0 0.1 0.0
C 2.2571 -4.2745 -1.8669 0.0 0.0 0.0
C 3.5888 -4.2265 -2.3898 0.0 0.0 0.0
C 4.3654 -3.0852 -2.3284 0.0 0.0 0.0
C 3.8047 -1.9684 -1.7309 0.0 0.0 0.0
S 4.5038 -0.4042 -1.5227 0.1 -0.1 -0.1
H 0.6859 -3.2076 -0.8737 0.0 0.0 0.0
H 1.6977 -5.1958 -1.9534 0.0 0.0 0.0
H 4.0000 -5.1156 -2.8503 0.0 0.0 0.0
H 5.3668 -3.0697 -2.7358 0.0 0.0 0.0
Br 2.3915 -0.2367 6.7559 0.0 0.0 0.1
C 1.8720 -0.1209 4.9871 0.0 0.0 0.1
C 0.6289 0.4094 4.6453 0.0 0.0 -0.1
C 0.2820 0.4762 3.3183 -0.1 0.0 0.0
N 1.0963 0.0647 2.3179 0.1 -0.1 -0.1
C 2.3008 -0.4445 2.6659 0.0 0.0 0.0
C 2.7181 -0.5606 3.9686 0.0 0.0 -0.1
H -0.0555 0.7627 5.4034 0.0 0.0 0.0
H -0.6809 0.8783 3.0288 0.0 0.0 0.0
H 2.9499 -0.7689 1.8642 0.0 0.0 0.0
H 3.6883 -0.9805 4.1914 0.0 0.0 0.0
```
Forces are in eV/Å.

## Properties
**2S+1**: 4
**<S²>**: 3.804
**Relative energy (zero: lowest compared OMol25 entry of this formula, charge and spin)**: 0.0 kJ/mol
**DFT total energy**: -4936.7446 hartree
**HOMO-LUMO gap (spin up / spin down)**: 5.1 / 4.1 eV
**Net charge**: +3
**E_HOMO (spin up / spin down)**: -0.607 / -0.607 Eh
**Largest force on an atom**: 0.7 eV/Å


No. 4
The following is a quantum chemistry calculation of a structure of composition C24H20BrCrN4O2 in a non-equilibrium geometry, from the Open Molecules 2025 dataset.

Structure (XYZ):
```
52
Properties=species:S:1:pos:R:3:forces:R:3
Cr -0.2069 -0.1330 -0.1951 0.7 0.9 0.3
Br 2.1064 5.7369 3.4655 -0.1 -0.1 -0.1
C 1.3302 4.4682 2.3036 0.1 0.1 0.2
C 1.2883 4.7168 0.9245 0.0 0.0 0.1
C 0.7183 3.8096 0.0621 -0.2 -0.2 -0.2
C 0.1951 2.5977 0.5379 0.3 0.2 0.8
O -0.3368 1.7213 -0.2811 -0.6 -0.5 -0.7
C 0.2402 2.3532 1.9411 0.0 -0.1 -0.5
C -0.4293 1.2112 2.4646 -0.1 0.2 -0.1
N -0.7983 0.1907 1.7497 0.7 -0.1 -0.3
C -1.7777 -0.7254 2.2015 -0.4 -0.3 0.2
C -2.2003 -0.9525 3.4893 0.3 0.1 -0.2
C -3.2766 -1.8233 3.7360 -0.2 -0.2 -0.1
C -3.9386 -2.4463 2.7128 0.0 0.0 0.1
C -3.5226 -2.2442 1.3787 0.2 0.1 -0.1
C -4.1339 -2.8419 0.2573 0.1 0.1 -0.1
C -3.6458 -2.5779 -0.9996 -0.2 -0.2 0.1
C -2.5410 -1.7389 -1.1427 0.0 0.1 0.0
N -1.9410 -1.1590 -0.1144 -0.5 0.0 -0.2
C -2.4248 -1.3928 1.1400 0.0 0.0 0.2
C 0.7886 3.3151 2.8096 0.0 0.1 0.0
H 1.7078 5.6354 0.5363 0.0 0.0 0.0
H 0.6612 4.0153 -0.9993 0.0 0.0 0.0
H -0.7254 1.2657 3.5098 -0.1 -0.1 0.0
H -1.7164 -0.4819 4.3350 0.0 0.0 0.0
H -3.5934 -1.9898 4.7563 0.0 0.0 0.0
H -4.7819 -3.0953 2.9087 0.0 0.0 0.0
H -4.9826 -3.4985 0.4009 0.0 0.0 0.0
H -4.0961 -3.0229 -1.8750 0.0 0.0 0.0
H -2.1415 -1.5373 -2.1298 0.0 0.0 0.0
H 0.7787 3.1380 3.8779 0.0 0.0 0.0
C 1.1073 -3.8206 -2.2117 0.0 -0.1 0.1
C 0.8244 -2.3597 -2.0796 0.3 0.0 -0.3
O 0.4159 -1.8606 -1.0084 -0.2 -0.1 0.0
N 1.0268 -1.5995 -3.1554 -0.1 0.1 0.1
C 0.8985 -0.1447 -3.1381 0.2 0.0 0.3
C 1.9874 0.4798 -2.2953 0.0 0.0 -0.2
C 3.1317 1.0054 -2.8668 0.0 0.0 0.1
C 4.1263 1.5150 -2.0421 0.0 0.0 0.0
C 3.9447 1.4696 -0.6706 0.0 0.0 0.0
C 2.7728 0.9273 -0.1748 0.0 0.0 0.1
N 1.8080 0.4484 -0.9661 -0.2 -0.1 0.4
H 0.8169 -4.3475 -1.3078 0.0 0.0 0.0
H 2.1728 -3.9819 -2.3817 0.0 0.0 0.0
H 0.5664 -4.2323 -3.0642 0.0 0.0 0.0
H 1.3593 -2.0373 -4.0007 0.0 -0.1 0.0
H -0.0820 0.1374 -2.7333 -0.1 0.0 -0.2
H 0.9489 0.2138 -4.1615 -0.1 0.0 0.0
H 3.2486 1.0154 -3.9422 0.0 0.0 0.0
H 5.0264 1.9396 -2.4658 0.0 0.0 0.0
H 4.6935 1.8486 0.0101 0.0 0.0 0.0
H 2.6013 0.8693 0.8935 0.0 0.0 0.0
```
Forces are in eV/Å.

## Properties
**2S+1**: 4
**<S²>**: 3.799
**DFT total energy**: -4914.1494 hartree
**HOMO-LUMO gap (spin up / spin down)**: 6.5 / 6.9 eV
**Net charge**: +2
**E_HOMO (spin up / spin down)**: -0.495 / -0.500 Eh
**Largest force on an atom**: 1.2 eV/Å